{"formula": "C39H58LiNOP2", "method": "ωB97M-V with the def2-TZVPD basis set", "largest_force_ev_per_a": 0.6, "orbital_gap_ev": [5.17, 4.63], "e_homo_ev": [-0.615, -0.071], "total_charge": -2, "e_tot_ev": -63703.29656, "elements": ["Li", "C", "C", "C", "P", "C", "C", "C", "C", "C", "C", "C", "C", "C", "C", "N", "C", "C", "C", "C", "C", "C", "C", "P", "C", "C", "C", "C", "C", "C", "H", "H", "H", "H", "H", "H", "H", "H", "H", "H", "H", "H", "H", "H", "H", "H", "H", "H", "H", "H", "H", "H", "H", "H", "H", "H", "H", "H", "H", "H", "H", "H", "H", "H", "H", "H", "H", "H", "H", "H", "C", "C", "O", "C", "C", "C", "C", "C", "C", "H", "H", "H", "H", "H", "H", "H", "H", "C", "C", "C", "C", "C", "H", "H", "H", "H", "H", "H", "H", "H", "H", "H"], "coordinates": [[-1.43, -0.70, -0.78], [3.00, 1.43, -5.49], [2.78, 0.22, -4.57], [4.10, -0.50, -4.32], [1.72, 0.70, -3.07], [0.77, -0.89, -2.85], [1.57, -2.19, -2.88], [-0.39, -0.92, -3.86], [2.90, 0.72, -1.68], [4.00, 1.57, -1.82], [4.97, 1.77, -0.85], [6.15, 2.68, -1.08], [4.81, 1.07, 0.35], [3.70, 0.29, 0.57], [2.65, 0.13, -0.40], [1.51, -0.50, -0.15], [1.19, -1.00, 1.09], [1.36, -2.37, 1.37], [0.85, -2.94, 2.52], [0.14, -2.18, 3.45], [-0.50, -2.81, 4.66], [0.00, -0.82, 3.20], [0.55, -0.20, 2.07], [0.53, 1.60, 1.71], [-1.28, 2.07, 1.71], [-1.37, 3.45, 1.05], [-2.08, 2.07, 3.01], [1.18, 2.43, 3.29], [1.00, 1.78, 4.66], [2.68, 2.69, 3.06], [3.40, 1.11, -6.46], [3.71, 2.14, -5.05], [2.06, 1.96, -5.66], [2.12, -0.46, -5.11], [4.84, 0.17, -3.89], [4.51, -0.88, -5.26], [3.98, -1.33, -3.63], [0.35, -0.83, -1.85], [1.94, -2.42, -3.88], [0.92, -3.01, -2.55], [2.42, -2.13, -2.19], [-0.04, -0.82, -4.89], [-1.09, -0.10, -3.65], [-0.94, -1.86, -3.77], [4.09, 2.13, -2.75], [6.13, 3.10, -2.09], [7.10, 2.14, -0.97], [6.17, 3.52, -0.38], [5.56, 1.17, 1.13], [3.57, -0.21, 1.52], [1.87, -2.98, 0.64], [0.99, -4.01, 2.70], [-0.06, -3.78, 4.88], [-1.57, -2.95, 4.52], [-0.37, -2.17, 5.55], [-0.55, -0.24, 3.92], [-1.73, 1.34, 1.03], [-0.84, 4.20, 1.65], [-2.41, 3.76, 0.95], [-0.91, 3.42, 0.06], [-1.69, 2.80, 3.72], [-2.10, 1.09, 3.48], [-3.12, 2.34, 2.79], [0.67, 3.40, 3.29], [1.40, 0.77, 4.66], [-0.04, 1.75, 4.97], [1.56, 2.36, 5.41], [3.22, 1.74, 2.99], [3.11, 3.27, 3.88], [2.85, 3.21, 2.12], [-3.26, 2.60, -2.41], [-3.27, 1.58, -1.29], [-2.41, 0.63, -1.35], [-4.23, 1.69, -0.25], [-5.14, 2.78, -0.15], [-6.07, 2.84, 0.87], [-6.13, 1.85, 1.86], [-5.22, 0.79, 1.80], [-4.29, 0.70, 0.79], [-2.50, 2.31, -3.13], [-3.02, 3.60, -2.04], [-4.23, 2.65, -2.92], [-5.10, 3.58, -0.88], [-6.75, 3.69, 0.92], [-6.86, 1.92, 2.66], [-5.24, 0.03, 2.57], [-3.59, -0.12, 0.74], [-2.54, -4.12, 1.12], [-1.97, -4.03, -0.31], [-3.14, -4.13, -1.30], [-1.03, -5.22, -0.53], [-1.27, -2.69, -0.45], [-3.07, -5.08, 1.29], [-3.23, -3.30, 1.31], [-1.73, -4.04, 1.85], [-3.70, -5.07, -1.17], [-2.75, -4.10, -2.32], [-3.82, -3.29, -1.17], [-1.56, -6.18, -0.50], [-0.25, -5.23, 0.23], [-0.55, -5.13, -1.51], [-0.23, -2.84, -0.08]], "lowdin_charge": [0.472, -0.164, -0.559, -0.130, 1.098, -0.590, -0.119, -0.143, -0.328, -0.121, -0.324, -0.092, -0.096, -0.054, -0.346, 0.023, -0.359, -0.065, -0.078, -0.300, -0.072, -0.077, -0.274, 1.139, -0.548, -0.144, -0.111, -0.544, -0.137, -0.162, 0.061, 0.054, 0.052, 0.074, 0.058, 0.067, 0.055, 0.023, 0.062, 0.061, 0.062, 0.053, 0.048, 0.068, 0.086, 0.059, 0.060, 0.061, 0.098, 0.092, 0.110, 0.102, 0.063, 0.070, 0.065, 0.079, 0.067, 0.060, 0.066, 0.065, 0.062, 0.059, 0.062, 0.086, 0.065, 0.053, 0.063, 0.058, 0.061, 0.061, -0.045, -0.462, -0.193, -0.204, -0.075, -0.149, -0.153, -0.136, -0.060, 0.067, 0.067, 0.068, 0.083, 0.080, 0.068, 0.092, 0.096, -0.086, -0.753, -0.106, -0.096, -0.071, 0.066, 0.069, 0.057, 0.062, 0.065, 0.069, 0.062, 0.063, 0.065, -0.040]}



{"formula": "C39H59BiN2O6P", "method": "ωB97M-V with the def2-TZVPD basis set", "largest_force_ev_per_a": 1.1, "orbital_gap_ev": 6.91, "e_homo_ev": -4.537, "total_charge": -1, "e_tot_ev": -71801.63228, "elements": ["Bi", "C", "C", "C", "C", "C", "C", "C", "C", "C", "C", "C", "C", "C", "C", "C", "C", "C", "H", "H", "H", "H", "H", "H", "H", "H", "H", "H", "H", "H", "H", "H", "H", "H", "H", "H", "H", "H", "H", "H", "H", "H", "H", "H", "H", "H", "H", "C", "C", "C", "C", "C", "C", "N", "H", "H", "H", "H", "H", "H", "H", "H", "O", "C", "N", "C", "O", "C", "C", "C", "C", "C", "C", "H", "H", "H", "H", "C", "C", "C", "C", "O", "P", "O", "O", "O", "C", "C", "C", "C", "H", "H", "H", "H", "H", "H", "H", "H", "H", "H", "H", "H", "H", "H", "H", "H", "H", "H"], "coordinates": [[-0.12, -0.07, 0.30], [-0.20, -2.44, 1.28], [0.76, -2.80, 0.26], [2.00, -2.28, 0.68], [1.79, -1.72, 1.99], [0.49, -1.92, 2.43], [0.04, -1.98, 3.89], [-1.42, -2.46, 4.01], [0.91, -3.07, 4.59], [0.22, -0.70, 4.70], [3.41, -2.26, 0.05], [4.31, -1.21, 0.74], [4.16, -3.60, 0.26], [3.44, -1.91, -1.45], [0.33, -3.83, -0.84], [-0.13, -3.18, -2.15], [-0.82, -4.73, -0.32], [1.46, -4.82, -1.18], [-1.18, -2.87, 1.36], [2.60, -1.33, 2.58], [-1.53, -3.48, 3.67], [-2.09, -1.80, 3.46], [-1.71, -2.47, 5.07], [0.91, -4.00, 4.03], [0.52, -3.23, 5.58], [1.96, -2.75, 4.66], [-0.62, -0.05, 4.59], [1.10, -0.14, 4.40], [0.34, -0.94, 5.76], [4.59, -1.51, 1.75], [3.86, -0.21, 0.81], [5.23, -1.11, 0.16], [4.22, -3.83, 1.33], [5.16, -3.52, -0.15], [3.69, -4.44, -0.21], [3.14, -0.87, -1.63], [2.77, -2.53, -2.04], [4.45, -2.05, -1.83], [-1.04, -2.58, -2.01], [-0.28, -3.97, -2.89], [0.61, -2.49, -2.55], [-1.76, -4.19, -0.18], [-0.55, -5.27, 0.59], [-1.02, -5.49, -1.08], [2.28, -4.30, -1.65], [1.06, -5.50, -1.93], [1.75, -5.38, -0.30], [-1.37, 3.22, -0.11], [-2.43, 2.19, 0.02], [-3.80, 2.37, 0.11], [-4.40, 1.10, 0.02], [-3.37, 0.19, -0.08], [-3.47, -1.30, -0.10], [-2.17, 0.84, -0.07], [-1.65, 4.02, -0.79], [-0.43, 2.78, -0.44], [-1.18, 3.71, 0.86], [-4.31, 3.33, 0.11], [-5.44, 0.85, 0.14], [-4.49, -1.61, -0.36], [-3.25, -1.72, 0.89], [-2.78, -1.76, -0.83], [-2.75, 0.12, 2.92], [-1.97, 1.04, 2.88], [-0.68, 1.01, 2.34], [-0.01, 2.14, 2.74], [1.14, 2.45, 2.48], [-0.97, 3.02, 3.50], [-0.77, 4.26, 4.10], [-1.90, 4.85, 4.67], [-3.15, 4.26, 4.56], [-3.33, 3.00, 4.02], [-2.20, 2.39, 3.50], [0.22, 4.70, 4.15], [-1.79, 5.81, 5.17], [-4.00, 4.78, 4.99], [-4.28, 2.50, 3.95], [-1.38, 2.48, -5.78], [-1.47, 1.72, -4.48], [-1.95, 2.58, -3.33], [-2.38, 0.51, -4.61], [-0.12, 1.23, -4.24], [0.52, 0.40, -3.02], [1.56, -0.49, -3.57], [-0.55, -0.15, -2.11], [1.16, 1.54, -2.07], [2.29, 2.44, -2.35], [1.65, 3.79, -2.59], [3.11, 2.03, -3.57], [3.10, 2.35, -1.07], [-2.36, 2.89, -6.00], [-1.01, 1.84, -6.58], [-0.68, 3.33, -5.66], [-2.90, 3.00, -3.60], [-1.27, 3.41, -3.13], [-2.06, 1.94, -2.45], [-3.35, 0.84, -4.97], [-2.50, 0.05, -3.62], [-1.99, -0.22, -5.32], [1.02, 3.74, -3.47], [2.42, 4.55, -2.74], [1.07, 4.09, -1.72], [2.49, 2.11, -4.45], [3.51, 1.01, -3.49], [3.94, 2.73, -3.65], [2.53, 2.71, -0.21], [4.01, 2.98, -1.18], [3.45, 1.32, -0.91]], "lowdin_charge": [2.067, -0.195, -0.206, -0.171, -0.084, -0.274, -0.516, -0.052, -0.053, -0.042, -0.505, -0.077, -0.050, -0.039, -0.499, -0.049, -0.065, -0.061, 0.081, 0.106, 0.078, 0.054, 0.089, 0.083, 0.068, 0.085, 0.057, 0.084, 0.081, 0.072, 0.080, 0.081, 0.086, 0.077, 0.043, 0.064, 0.056, 0.084, 0.061, 0.083, 0.049, 0.072, 0.089, 0.076, 0.055, 0.083, 0.082, -0.047, -0.408, -0.081, -0.079, -0.400, -0.053, -0.122, 0.075, 0.043, 0.074, 0.095, 0.087, 0.080, 0.062, 0.054, 0.085, -0.455, -0.036, -0.507, 0.039, -0.102, -0.003, -0.090, -0.092, 0.002, -0.083, 0.116, 0.097, 0.099, 0.117, -0.033, -0.634, -0.022, -0.029, -0.167, 0.240, -0.271, -0.452, -0.260, -0.610, -0.027, -0.034, -0.021, 0.081, 0.087, 0.088, 0.087, 0.079, 0.070, 0.081, 0.078, 0.094, 0.073, 0.087, 0.077, 0.074, 0.079, 0.083, 0.082, 0.095, 0.066]}



Q: Which formula does entry 1 have?
A: C39H58LiNOP2